1.
ORCA calculation (wB97M-V/def2-TZVPD) on a 2-piece molecular cluster, C3H8O2S overall in a non-equilibrium geometry.

Structure (XYZ):
```
14
Properties=species:S:1:pos:R:3:lowdin_charge:R:1
C -2.108 -0.457 0.431 -0.205
C 2.200 -1.001 0.655 -0.186
C -0.707 1.201 -1.333 -0.221
O -0.325 1.345 1.254 -0.407
O 1.267 -0.877 -0.396 -0.293
S -0.626 0.382 0.255 0.792
H -2.514 -0.477 1.531 0.069
H -2.049 -1.399 -0.104 0.013
H 1.710 -1.447 1.456 0.056
H 2.423 -0.013 0.906 0.053
H 2.996 -1.466 0.165 0.074
H -1.641 0.720 -1.873 0.097
H -0.972 2.323 -1.206 0.094
H 0.344 1.166 -1.741 0.064
```

Strongest force on any atom, eV/Å: 3.29
Energy above the lowest of the compared OMol25 structures with the same formula, charge and spin, kcal/mol: 143.35
2S+1: 1
DFT total energy, Eh: -667.5525
Orbital gap (alpha / beta), eV: 8.08 / 7.82

---

2.
ORCA calculation (wB97M-V/def2-TZVPD) on a 3-piece molecular cluster, C3H8O2S overall in a non-equilibrium geometry.

Structure (XYZ):
```
14
Properties=species:S:1:pos:R:3:lowdin_charge:R:1
O 2.153 -0.305 -2.282 0.040
C 1.945 -0.315 -1.083 -0.266
C 0.565 -0.343 -0.489 -0.279
C -0.185 0.913 -0.716 -0.637
S -1.776 1.026 0.228 0.643
H 2.847 -0.256 -0.414 0.129
H 0.630 -0.466 0.629 0.111
H 0.106 -1.262 -0.924 0.139
H 0.485 1.779 -0.511 0.069
H -0.478 0.994 -1.806 0.087
H -0.788 2.392 1.105 0.125
H -2.062 -2.069 2.458 0.069
H -2.012 -0.654 1.822 -0.069
O -1.430 -1.435 1.983 -0.162
```

Strongest force on any atom, eV/Å: 5.34
Energy above the lowest of the compared OMol25 structures with the same formula, charge and spin, kcal/mol: 75.32
2S+1: 1
DFT total energy, Eh: -667.6609
Orbital gap, eV: 8.41

---

3.
ORCA calculation (wB97M-V/def2-TZVPD) on a 2-piece molecular cluster, C3H8O2S overall in a non-equilibrium geometry.

Structure (XYZ):
```
14
Properties=species:S:1:pos:R:3:lowdin_charge:R:1
C 1.667 -0.288 1.779 -0.170
C 1.125 -0.172 0.379 -0.626
S 1.270 1.436 -0.516 0.676
H 1.421 -1.310 2.082 0.075
H 1.146 0.412 2.430 0.066
H 2.713 -0.041 1.938 0.070
H 1.604 -0.860 -0.315 0.056
H 0.075 -0.448 0.297 0.042
H 0.096 1.897 -0.034 -0.159
O -1.189 0.053 -2.510 0.092
C -2.191 -0.318 -2.020 -0.361
O -2.891 0.366 -1.012 0.011
H -2.673 -1.307 -2.118 0.140
H -2.173 0.579 -0.381 0.088
```

Strongest force on any atom, eV/Å: 2.15
Energy above the lowest of the compared OMol25 structures with the same formula, charge and spin, kcal/mol: 23.09
2S+1: 1
DFT total energy, Eh: -667.7441
Orbital gap, eV: 9.57
Structure (SMILES): O=CO.CCS

---

4.
ORCA calculation (wB97M-V/def2-TZVPD) on a 2-piece molecular cluster, C3H8O2S overall in a non-equilibrium geometry.

Structure (XYZ):
```
14
Properties=species:S:1:pos:R:3:lowdin_charge:R:1
C 2.048 0.721 -0.887 0.005
C -0.944 0.559 1.592 -0.222
C -1.198 -0.274 -1.023 -0.261
O 0.119 -1.710 0.940 -0.543
O 2.577 -0.445 -0.679 -0.035
S -1.091 -1.085 0.670 0.774
H 2.943 1.440 -0.765 0.025
H -0.467 0.395 2.558 0.046
H -0.352 1.117 0.770 0.045
H -1.896 1.025 1.657 0.021
H -0.306 -0.487 -1.651 0.036
H -2.140 -0.792 -1.427 0.061
H -1.325 0.742 -1.006 -0.007
H 2.033 -1.205 -0.749 0.056
```

Strongest force on any atom, eV/Å: 7.47
Energy above the lowest of the compared OMol25 structures with the same formula, charge and spin, kcal/mol: 120.45
2S+1: 1
DFT total energy, Eh: -667.5890
Orbital gap, eV: 9.38

---

5.
ORCA calculation (wB97M-V/def2-TZVPD) on a 2-piece molecular cluster, C3H8O2S overall in a non-equilibrium geometry.

Structure (XYZ):
```
14
Properties=species:S:1:pos:R:3:lowdin_charge:R:1
C -1.258 0.814 -1.663 -0.179
C -1.876 0.714 -0.239 -0.596
S -1.824 -1.022 0.290 0.700
H -0.806 1.800 -1.818 0.074
H -0.594 -0.017 -1.849 0.037
H -2.073 0.873 -2.381 0.067
H -2.938 0.944 -0.329 0.057
H -1.506 1.399 0.518 0.058
H -0.534 -1.321 0.281 -0.186
O 2.964 -0.640 1.068 0.091
C 2.272 0.327 0.930 -0.374
O 1.882 0.726 -0.296 0.038
H 1.716 0.730 1.786 0.141
H 1.243 0.098 -0.647 0.073
```

Strongest force on any atom, eV/Å: 2.56
Energy above the lowest of the compared OMol25 structures with the same formula, charge and spin, kcal/mol: 30.33
2S+1: 1
DFT total energy, Eh: -667.7326
Orbital gap, eV: 10.05
Structure (SMILES): O=CO.CCS

---

6.
ORCA calculation (wB97M-V/def2-TZVPD) on a 2-piece molecular cluster, C3H8O2S overall in a non-equilibrium geometry.

Structure (XYZ):
```
14
Properties=species:S:1:pos:R:3:lowdin_charge:R:1
O -0.979 0.119 2.121 0.048
C -1.347 0.239 0.980 -0.263
C -0.750 -0.605 -0.120 -0.248
C -0.333 0.153 -1.376 -0.563
S 1.143 -0.596 -2.159 0.691
H -2.142 0.935 0.683 0.124
H -1.489 -1.382 -0.361 0.123
H 0.073 -1.183 0.263 0.089
H -1.092 0.187 -2.158 0.061
H -0.108 1.195 -1.170 0.069
H 0.706 -1.860 -2.056 -0.145
H 1.704 0.628 2.392 0.035
H 2.662 1.408 1.489 0.035
O 1.951 0.762 1.471 -0.057
```

Strongest force on any atom, eV/Å: 1.21
Energy above the lowest of the compared OMol25 structures with the same formula, charge and spin, kcal/mol: 21.96
2S+1: 1
DFT total energy, Eh: -667.7459
Orbital gap, eV: 9.89
Structure (SMILES): O=CCCS.O